[1]
ORCA calculation (the ωB97M-V functional and the def2-TZVPD basis) on a structure of composition C24H48GdN6O5S3.

Results
<S²> = 16.022
Total charge = +1
LUMO (alpha / beta) = -1.74 / -5.46 eV
HOMO-LUMO gap (alpha / beta) = 9.1 / 5.3 eV
HOMO level (alpha / beta) = -10.87 / -10.76 eV
Spin multiplicity = 8
Total energy = -98184.32486 eV
Energy relative to the best compared isomer or geometry (same formula, charge and spin) = 130.1 kJ/mol

Geometry (Å):
1 Gd -0.568 2.022 0.826
2 C 2.918 -2.026 -3.506
3 C 1.960 -2.270 -2.343
4 C 2.725 -2.809 -1.126
5 C 1.905 -3.247 0.108
6 C 2.863 -3.714 1.199
7 C 0.895 -4.330 -0.239
8 N 1.180 -2.021 0.615
9 C 0.158 -2.167 1.701
10 C -1.286 -2.287 1.201
11 N -2.044 -1.036 1.282
12 C -2.240 -0.582 2.682
13 C -1.622 0.795 2.642
14 O -0.370 0.920 2.800
15 O -2.309 1.751 2.170
16 C -3.331 -1.080 0.534
17 C -4.161 -2.319 0.875
18 C -3.171 -0.965 -0.996
19 C -3.046 0.435 -1.667
20 C -3.725 0.361 -3.038
21 C -3.748 1.509 -0.852
22 N -1.620 0.888 -1.772
23 C -0.807 0.368 -2.898
24 C -0.059 -0.974 -2.818
25 N 1.153 -1.091 -1.977
26 C 1.892 0.156 -1.793
27 C 1.136 0.995 -0.786
28 O 1.185 2.239 -0.744
29 O 0.372 0.325 -0.004
30 H 3.339 -2.967 -3.867
31 H 3.748 -1.378 -3.204
32 H 2.404 -1.548 -4.345
33 H 1.240 -3.033 -2.650
34 H 3.476 -2.073 -0.804
35 H 3.283 -3.687 -1.457
36 H 3.457 -4.555 0.835
37 H 2.332 -4.045 2.096
38 H 3.552 -2.910 1.481
39 H 1.418 -5.174 -0.691
40 H 0.144 -3.978 -0.952
41 H 0.378 -4.698 0.652
42 H 1.884 -1.371 0.969
43 H 0.799 -1.504 -0.211
44 H 0.262 -1.286 2.331
45 H 0.426 -3.038 2.295
46 H -1.770 -3.075 1.785
47 H -1.291 -2.610 0.156
48 H -1.729 -1.223 3.399
49 H -3.294 -0.522 2.945
50 H -3.884 -0.210 0.880
51 H -3.752 -3.220 0.410
52 H -5.183 -2.194 0.514
53 H -4.212 -2.483 1.956
54 H -4.065 -1.428 -1.423
55 H -2.330 -1.583 -1.317
56 H -4.808 0.290 -2.905
57 H -3.413 -0.514 -3.616
58 H -3.517 1.261 -3.625
59 H -4.764 1.207 -0.588
60 H -3.818 2.435 -1.429
61 H -3.212 1.719 0.070
62 H -1.683 1.884 -1.971
63 H -0.092 1.156 -3.141
64 H -1.429 0.259 -3.788
65 H 0.204 -1.190 -3.862
66 H -0.741 -1.766 -2.505
67 H 2.055 0.727 -2.709
68 H 2.869 -0.045 -1.346
69 C 0.845 7.239 0.661
70 O -0.107 6.421 -0.046
71 C -0.328 5.185 0.351
72 S 0.416 4.540 1.737
73 S -1.465 4.332 -0.583
74 H 0.839 8.191 0.143
75 H 1.832 6.786 0.613
76 H 0.546 7.363 1.697
77 C 2.505 2.148 4.565
78 N 3.019 2.912 3.434
79 C 3.201 2.404 2.172
80 N 3.713 3.254 1.221
81 S 2.969 0.740 1.804
82 H 2.410 2.826 5.410
83 H 3.187 1.342 4.830
84 H 1.531 1.718 4.339
85 H 3.111 3.905 3.550
86 H 3.682 4.244 1.395
87 H 3.580 2.977 0.264


[2]
ORCA calculation (the ωB97M-V functional and the def2-TZVPD basis) on the molecule C18H17Br2N3O3.

Results
Structure (SMILES) = CC(C)C(=O)Nc1ccc(C(=O)N/N=C/c2cc(Br)cc(Br)c2O)cc1
LUMO = -0.13 eV
HOMO-LUMO gap = 8.4 eV
HOMO level = -8.52 eV
Total energy = -169640.32334 eV

Geometry (Å):
1 C 2.342 5.954 3.317
2 H 2.684 6.625 4.101
3 H 1.517 5.358 3.699
4 H 1.976 6.542 2.480
5 C 3.482 5.052 2.855
6 C 3.016 4.181 1.691
7 O 2.116 4.488 0.948
8 N 3.765 3.038 1.565
9 C 3.679 2.038 0.602
10 C 4.656 1.040 0.605
11 C 4.624 0.025 -0.325
12 C 3.596 -0.035 -1.264
13 C 2.629 0.968 -1.275
14 C 2.668 1.998 -0.357
15 H 1.924 2.775 -0.377
16 H 1.856 0.967 -2.028
17 C 3.608 -1.132 -2.255
18 O 4.600 -1.553 -2.807
19 N 2.383 -1.699 -2.553
20 N 1.277 -1.474 -1.841
21 C 0.185 -2.080 -2.110
22 C -1.010 -1.866 -1.326
23 C -2.189 -2.518 -1.694
24 C -3.340 -2.349 -0.954
25 C -3.357 -1.537 0.171
26 C -2.192 -0.895 0.538
27 C -1.004 -1.031 -0.188
28 O 0.072 -0.373 0.239
29 H 0.827 -0.546 -0.365
30 Br -2.160 0.217 2.071
31 H -4.257 -1.408 0.751
32 Br -4.935 -3.243 -1.478
33 H -2.195 -3.156 -2.564
34 H 0.111 -2.792 -2.937
35 H 2.383 -2.420 -3.278
36 H 5.386 -0.738 -0.333
37 H 5.449 1.070 1.340
38 H 4.515 2.913 2.232
39 C 4.676 5.883 2.374
40 H 4.375 6.517 1.544
41 H 5.495 5.247 2.042
42 H 5.037 6.518 3.180
43 H 3.798 4.409 3.684